Entry 1:
ORCA calculation (wB97M-V/def2-TZVPD) on C20H46MoOP4 as an isolated structure.

Computed properties:
Spin multiplicity: 3
Highest occupied orbital energy (alpha / beta): -0.7503 / -0.7519 hartree
Frontier orbital gap (alpha / beta): 6.435 / 5.658 eV
Net charge: +4

Last column: Löwdin charge in e.
Atoms and positions in Å:
1 Mo 0.617 0.497 -0.057  0.733
2 P 1.804 -0.518 1.975  0.730
3 P 2.588 2.155 1.157  0.900
4 P -0.529 -1.773 -0.195  0.790
5 H 1.871 1.015 -1.370  0.015
6 C 0.940 1.134 -1.983  -0.235
7 C -0.302 1.753 -1.802  -0.152
8 H -0.440 2.774 -1.397  0.077
9 C 2.848 -1.856 1.234  -0.203
10 C 2.963 0.388 3.104  -0.293
11 C 0.795 -1.286 3.332  -0.220
12 C 1.056 2.904 0.478  -0.328
13 C 3.344 3.501 2.246  -0.138
14 C 3.912 1.863 -0.068  -0.201
15 C -2.272 -2.018 -0.768  -0.224
16 C -0.646 -3.154 1.046  -0.233
17 C 0.522 -2.728 -1.375  -0.253
18 H 1.251 0.898 -3.016  0.128
19 H -1.084 1.461 -2.520  0.058
20 H 3.354 -2.442 2.008  0.085
21 H 3.591 -1.404 0.564  0.059
22 H 2.247 -2.523 0.604  0.003
23 H 3.305 -0.266 3.900  0.086
24 H 2.448 1.245 3.557  0.044
25 H 3.836 0.738 2.530  0.032
26 H 1.474 -1.693 4.082  0.081
27 H 0.193 -2.120 2.946  0.013
28 H 0.094 -0.560 3.773  0.025
29 H 0.623 3.555 1.248  0.072
30 H 0.109 2.265 0.388  -0.091
31 H 1.333 3.393 -0.456  0.090
32 H 3.965 4.188 1.649  0.089
33 H 4.005 3.128 3.052  0.084
34 H 2.561 4.111 2.720  0.071
35 H 4.370 2.831 -0.327  0.087
36 H 3.552 1.391 -0.992  0.034
37 H 4.710 1.211 0.327  0.087
38 H -2.774 -2.674 -0.054  0.065
39 H -2.263 -2.497 -1.757  0.052
40 H -2.841 -1.082 -0.823  0.038
41 H -1.198 -3.978 0.576  0.086
42 H -1.230 -2.823 1.914  0.045
43 H 0.346 -3.518 1.343  0.057
44 H -0.145 -3.369 -1.963  0.062
45 H 1.223 -3.369 -0.831  0.049
46 H 1.098 -2.085 -2.053  0.036
47 C -3.126 -0.404 -3.791  -0.202
48 C -1.762 -0.703 -3.561  -0.007
49 C -1.139 -1.736 -4.256  0.002
50 C -1.931 -2.577 -5.058  0.076
51 C -3.266 -2.265 -5.292  0.040
52 C -3.873 -1.167 -4.712  0.105
53 O -3.840 0.347 -2.906  0.117
54 H -3.800 1.289 -3.102  0.155
55 H -1.121 -0.220 -2.826  0.058
56 H -0.076 -1.960 -4.082  0.126
57 H -1.521 -3.535 -5.377  0.158
58 H -3.849 -2.945 -5.907  0.153
59 H -4.861 -0.883 -5.021  0.157
60 C -0.595 2.076 3.142  -0.187
61 P -1.157 1.111 1.652  0.770
62 C -2.244 -0.123 2.461  -0.215
63 C -2.368 2.186 0.744  -0.211
64 H 0.027 2.939 2.868  0.031
65 H -1.476 2.438 3.698  0.093
66 H -0.014 1.418 3.808  0.042
67 H -3.002 0.366 3.094  0.092
68 H -2.725 -0.723 1.676  0.042
69 H -1.649 -0.791 3.096  0.027
70 H -3.223 2.391 1.412  0.081
71 H -1.895 3.133 0.464  0.055
72 H -2.734 1.679 -0.169  0.047

---

Entry 2:
ORCA calculation (wB97M-V/def2-TZVPD) on C20H47AlCl2F10InK2MgO9SSi2 as an isolated structure.

Computed properties:
Highest occupied orbital energy: -0.1520 hartree
Frontier orbital gap: 0.891 eV
Net charge: -1
Energy relative to the best compared isomer or geometry (same formula, charge and spin): 0.000 eV

Last column: Löwdin charge in e.
Atoms and positions in Å:
1 C 1.282 2.538 0.203  0.037
2 C 0.086 1.803 0.707  -0.518
3 O -0.611 2.097 1.630  0.046
4 O -0.294 0.616 0.093  -0.136
5 C -1.375 0.859 -0.813  -0.222
6 C -2.677 0.760 0.021  -0.275
7 In -4.078 2.476 0.001  0.529
8 C -3.207 4.457 0.608  -0.310
9 C -2.073 4.980 -0.312  -0.279
10 C -2.209 4.737 -1.842  -0.415
11 C -0.861 5.202 -2.481  -0.063
12 C -3.321 5.598 -2.528  -0.084
13 H 2.165 2.167 0.729  0.102
14 H 1.448 2.408 -0.864  0.083
15 H 1.161 3.584 0.472  0.089
16 H -1.275 1.804 -1.350  0.110
17 H -1.320 0.054 -1.545  0.116
18 H -2.395 0.536 1.063  -0.062
19 H -3.229 -0.097 -0.371  0.034
20 H -4.980 2.589 -1.567  -0.086
21 H -5.310 2.113 1.204  -0.044
22 H -2.774 4.298 1.596  0.035
23 H -4.018 5.202 0.736  -0.017
24 H -2.043 6.074 -0.199  0.103
25 H -1.096 4.614 0.006  0.083
26 H -2.423 3.702 -2.115  0.092
27 H -0.269 4.375 -2.872  0.073
28 H -0.253 5.665 -1.699  0.066
29 H -1.012 5.988 -3.219  0.067
30 H -3.120 5.619 -3.596  0.075
31 H -3.316 6.596 -2.088  0.083
32 H -4.271 5.053 -2.399  0.001
33 O 2.943 -2.496 -3.400  -0.237
34 Si 2.277 -1.998 -1.934  0.400
35 C 2.342 -0.142 -1.809  -0.137
36 C 3.266 -2.734 -0.514  -0.160
37 C 0.524 -2.549 -1.760  -0.225
38 Si 4.343 -2.399 -4.170  0.301
39 C 4.259 -3.256 -5.849  -0.171
40 C 5.707 -3.236 -3.163  -0.180
41 C 4.830 -0.594 -4.454  -0.165
42 H 3.372 0.228 -1.771  0.035
43 H 1.830 0.184 -0.903  0.016
44 H 1.850 0.322 -2.669  0.033
45 H 3.324 -3.823 -0.599  0.029
46 H 2.788 -2.490 0.435  0.044
47 H 4.287 -2.338 -0.490  0.013
48 H 0.437 -3.636 -1.794  0.033
49 H -0.108 -2.129 -2.544  0.045
50 H 0.139 -2.214 -0.799  -0.071
51 H 4.010 -4.312 -5.738  0.052
52 H 5.217 -3.197 -6.365  -0.067
53 H 3.506 -2.788 -6.484  0.065
54 H 5.880 -2.695 -2.232  0.040
55 H 6.652 -3.268 -3.720  -0.034
56 H 5.420 -4.260 -2.919  0.033
57 H 5.017 -0.091 -3.505  0.059
58 H 4.026 -0.060 -4.971  0.051
59 H 5.729 -0.516 -5.056  -0.083
60 O 7.814 -5.885 -2.892  0.193
61 H 8.306 -6.149 -3.719  0.142
62 H 8.352 -5.260 -2.333  0.151
63 H 7.528 -6.683 -2.372  0.159
64 C -7.749 -1.661 1.992  -0.664
65 F -8.556 -1.889 0.939  0.098
66 F -8.544 -1.492 3.063  0.102
67 F -7.049 -2.789 2.199  0.106
68 S -6.648 -0.207 1.713  0.388
69 O -7.588 0.878 1.519  -0.362
70 O -5.887 -0.582 0.539  -0.352
71 O -5.872 -0.128 2.934  -0.340
72 K -6.040 4.677 -0.652  0.713
73 Cl -0.368 0.595 4.200  -0.232
74 K 6.758 -1.926 -5.854  0.898
75 Mg -1.811 -0.636 1.979  0.818
76 Cl -1.970 -2.818 0.098  -0.212
77 F 2.785 1.470 -6.496  -0.215
78 Al 1.959 2.271 -5.213  -0.176
79 F 1.332 3.737 -5.773  -0.188
80 F 3.072 2.544 -3.950  -0.194
81 F 0.712 1.268 -4.654  -0.184
82 C -0.989 -1.648 6.574  -0.128
83 C 0.064 -2.291 7.468  -0.261
84 O 0.039 -1.906 8.834  -0.101
85 C -0.900 -2.529 9.722  -0.487
86 O -0.893 -3.830 9.676  -0.033
87 C -2.352 -1.959 9.572  -0.558
88 F -2.337 -0.635 9.318  0.129
89 F -3.025 -2.110 10.734  0.116
90 F -3.088 -2.534 8.617  0.140
91 H -1.123 -0.597 6.816  0.053
92 H -0.687 -1.729 5.533  0.003
93 H -1.954 -2.143 6.668  0.062
94 H 1.039 -1.951 7.109  0.109
95 H 0.064 -3.381 7.367  0.109
96 H -0.591 -2.071 10.693  0.164

---

Entry 3:
ORCA calculation (wB97M-V/def2-TZVPD) on C20H47F6N4O12S2V as an isolated structure.

Computed properties:
Highest occupied orbital energy: -0.3185 hartree
Frontier orbital gap: 8.221 eV

Last column: Löwdin charge in e.
Atoms and positions in Å:
1 O -0.820 -0.293 1.504  -0.318
2 V 0.164 -0.064 0.248  0.853
3 O -0.741 -0.162 -1.026  -0.291
4 C 0.676 -2.992 2.655  -0.656
5 F 0.554 -1.792 3.204  0.116
6 F 1.045 -3.878 3.576  0.160
7 F -0.459 -3.402 2.104  0.165
8 S 2.032 -2.917 1.329  0.711
9 O 3.137 -2.119 1.777  -0.288
10 O 2.292 -4.297 1.053  -0.244
11 N 1.207 -1.926 0.134  -0.336
12 S 1.608 -2.556 -1.273  0.590
13 O 1.356 -1.539 -2.265  -0.292
14 O 2.899 -3.180 -1.323  -0.261
15 C 0.287 -3.948 -1.492  -0.659
16 F -0.884 -3.358 -1.329  0.156
17 F 0.428 -4.438 -2.714  0.150
18 F 0.397 -4.952 -0.654  0.165
19 C -5.221 -0.320 -7.661  -0.118
20 O -6.072 -0.339 -6.534  -0.184
21 C -5.801 -1.394 -5.635  -0.230
22 C -4.779 -0.985 -4.583  -0.218
23 N -3.399 -0.973 -5.089  -0.061
24 C -2.460 -0.789 -3.982  -0.212
25 C -1.043 -1.140 -4.402  -0.236
26 O -0.949 -2.546 -4.492  -0.179
27 C 0.278 -2.942 -5.090  -0.113
28 H -4.175 -0.443 -7.370  0.070
29 H -5.286 0.684 -8.079  0.086
30 H -5.491 -1.074 -8.407  0.085
31 H -5.545 -2.301 -6.198  0.121
32 H -6.694 -1.716 -5.091  0.117
33 H -4.876 -1.579 -3.659  0.114
34 H -5.039 0.019 -4.224  0.122
35 H -3.294 -1.893 -5.512  0.110
36 H -2.694 -1.420 -3.111  0.116
37 H -2.627 0.227 -3.616  0.118
38 H -0.333 -0.827 -3.631  0.077
39 H -0.801 -0.586 -5.317  0.126
40 H 0.174 -3.988 -5.370  0.089
41 H 1.151 -2.774 -4.461  0.070
42 H 0.454 -2.400 -6.027  0.088
43 C -1.142 4.537 4.967  -0.084
44 O -0.482 3.317 5.307  -0.178
45 C -0.650 2.372 4.290  -0.257
46 C 0.031 1.062 4.613  -0.189
47 N 1.479 1.249 4.677  -0.072
48 C 2.223 0.121 5.219  -0.203
49 C 3.705 0.473 5.316  -0.226
50 O 4.454 -0.632 5.760  -0.168
51 C 4.820 -1.533 4.738  -0.103
52 H -0.530 5.021 4.201  0.088
53 H -1.160 5.137 5.872  0.088
54 H -2.151 4.333 4.606  0.084
55 H -0.253 2.755 3.337  0.112
56 H -1.695 2.150 4.035  0.119
57 H -0.189 0.266 3.906  0.087
58 H -0.326 0.719 5.598  0.130
59 H 1.702 2.084 5.208  0.116
60 H 2.104 -0.737 4.554  0.097
61 H 1.879 -0.203 6.211  0.131
62 H 3.889 1.258 6.054  0.127
63 H 3.994 0.908 4.352  0.101
64 H 4.912 -1.069 3.748  0.076
65 H 4.057 -2.312 4.639  0.083
66 H 5.796 -1.980 4.927  0.089
67 C 3.873 2.044 1.561  -0.038
68 C 2.471 1.778 0.985  -0.360
69 C 2.615 1.629 -0.539  -0.166
70 O 1.344 1.402 -1.127  -0.291
71 C 1.297 1.573 -2.539  -0.050
72 N 1.912 0.539 1.570  0.038
73 H 3.837 2.721 2.420  0.081
74 H 4.486 2.576 0.828  0.081
75 H 4.395 1.174 1.955  0.075
76 H 1.803 2.605 1.214  0.129
77 H 3.294 0.799 -0.767  0.151
78 H 3.017 2.581 -0.902  0.135
79 H 1.518 2.624 -2.735  0.100
80 H 0.305 1.283 -2.870  0.084
81 H 2.016 0.929 -3.049  0.100
82 H 2.637 -0.184 1.573  0.058
83 H 1.760 0.649 2.581  0.074
84 C -2.934 2.502 1.209  -0.077
85 C -1.978 2.537 0.037  -0.271
86 O -0.627 2.337 0.466  -0.119
87 H -3.993 2.608 0.962  0.081
88 H -2.699 3.299 1.921  0.065
89 H -2.907 1.558 1.759  0.071
90 H -2.132 3.488 -0.481  0.121
91 H -2.208 1.755 -0.685  0.102
92 H -0.230 3.208 0.554  0.099

---

Number 1: M 522.42 g/mol. Number 2: M 1025.01 g/mol. Number 3: M 764.68 g/mol.